(1)
F6KN3O12S6 | ωB97M-V/def2-TZVPD

```
28
Properties=species:S:1:pos:R:3:forces:R:3:mulliken_charge:R:1
S 7.03378 -7.43798 -15.05576 -2.38 -6.85 -0.05 1.052
O 7.01159 -7.70001 -13.63534 0.66 0.92 -0.76 -0.568
N 6.60669 -6.05442 -15.55326 2.93 3.52 2.04 -0.107
F 8.02608 -4.04630 -15.80660 -0.33 -0.67 0.01 -0.276
O 1.55164 -4.59167 -18.46465 0.96 0.71 0.40 -0.492
N -0.66243 -6.31960 -13.98931 0.86 -3.77 -0.61 -0.414
O 0.90821 -8.55587 -14.54124 -0.69 1.82 -0.61 -0.558
O 5.04800 -1.84485 -18.68061 -1.25 -0.58 0.60 -0.614
O -1.48080 -8.63493 -15.01025 -0.12 0.78 0.11 -0.586
O 2.88326 -3.78636 -20.32932 0.91 0.67 0.84 -0.621
O 9.06471 -5.74473 -14.51516 -1.48 -0.27 -0.08 -0.571
S 7.75578 -5.15257 -14.66961 1.00 3.61 -1.03 1.050
F 3.26370 -5.89131 -19.38754 0.69 0.12 0.56 -0.310
K 4.10175 -5.56487 -15.79880 -0.98 -0.24 0.16 0.960
F -0.43918 -4.37219 -15.33063 -0.05 -0.30 0.29 -0.306
O 1.34717 -5.93032 -15.51694 -1.09 -0.08 0.25 -0.391
F 3.99587 -2.10755 -16.50498 0.56 -0.41 -0.02 -0.283
S -0.40810 -7.98725 -14.31855 -0.08 -3.64 2.89 1.097
O 2.60342 -1.75884 -18.30592 -0.06 -0.80 -0.54 -0.524
S -0.10532 -5.93665 -15.40037 1.62 4.24 -3.12 1.005
F -0.56779 -8.56373 -12.81601 -0.71 1.02 0.21 -0.302
O 7.27729 -4.28739 -13.61704 -0.47 -1.65 -0.61 -0.581
F 5.60062 -8.13948 -15.49238 -0.01 0.52 0.15 -0.350
S 2.86445 -4.37319 -19.01338 -3.71 -4.35 -2.76 1.011
O 7.88176 -8.21365 -15.90717 0.76 0.84 0.46 -0.612
O -0.85594 -6.37460 -16.54562 0.50 -0.07 0.73 -0.566
N 4.01699 -4.07552 -17.98035 -1.06 3.19 -1.01 -0.185
S 3.85684 -2.40050 -18.07625 3.01 1.74 1.53 1.042
```
Forces are in eV/Å.

Calculated values
calculated total energy	-126683.1521	eV
total charge	-2

(2)
F6MgN3O12S6 | ωB97M-V/def2-TZVPD

```
28
Properties=species:S:1:pos:R:3:forces:R:3:mulliken_charge:R:1
N 0.41173 -1.19592 1.15525 -1.61 -5.65 -0.86 0.149
S -3.32425 -1.06130 -2.86213 -2.56 -3.27 -7.27 1.039
F 3.07882 0.77155 1.88924 0.00 -1.68 0.56 -0.308
F -3.10197 0.08757 0.26479 0.44 0.63 0.04 -0.292
O 0.58939 -3.97046 0.55821 -0.36 2.10 1.37 -0.512
F -3.71768 -2.58780 -3.29626 0.44 0.59 0.04 -0.328
N -2.93933 -1.43911 -1.46068 3.36 3.49 2.65 -0.124
Mg 0.72506 0.37189 0.33856 -2.10 0.46 -2.05 0.830
S 0.80141 -1.83077 2.47556 3.71 -0.27 9.29 0.988
O -0.28301 -2.48691 3.20766 1.25 1.03 -1.91 -0.567
O 4.44095 1.84160 0.37980 -2.02 1.65 -0.04 -0.527
S -2.37766 0.21514 -1.17061 -2.77 -0.76 5.61 1.061
F 0.79873 3.00396 -1.45726 1.11 -0.12 0.84 -0.263
O 1.29490 4.41843 0.43161 0.77 -2.34 -0.35 -0.528
S -0.22901 -2.78029 0.60972 -3.79 -1.20 -5.96 0.948
O -1.01329 0.31590 -0.67329 1.02 0.21 -1.08 -0.141
O -3.01638 1.40201 -1.66773 1.51 -1.25 -0.63 -0.492
O 3.08264 3.83386 -1.10993 -1.51 -2.35 1.54 -0.492
O -4.60078 -0.43265 -2.96139 0.24 0.63 -0.53 -0.595
O -1.66910 -2.88476 0.75620 2.79 0.53 0.60 -0.468
N 1.85584 1.79470 0.40521 1.27 6.50 -3.11 0.195
O -2.23435 -0.73012 -3.78054 -1.20 0.28 1.28 -0.613
O 3.19424 2.98730 2.27127 -0.32 0.70 -2.93 -0.531
S 3.20793 2.13740 1.08915 6.74 -4.95 7.23 0.856
F 1.06791 -0.44016 3.24840 -0.79 0.05 -0.25 -0.326
O 2.11247 -2.41828 2.64695 -1.50 0.25 -1.35 -0.576
S 1.92863 3.36681 -0.34302 -4.32 4.79 -3.84 0.906
F -0.08383 -2.28959 -0.94473 0.19 -0.06 1.10 -0.288
```
Forces are in eV/Å.

Calculated values
calculated total energy	-115798.1469	eV
total charge	-1

(3)
F7Li6 | ωB97M-V/def2-TZVPD

```
13
Properties=species:S:1:pos:R:3:forces:R:3:mulliken_charge:R:1
Li 0.22711 -0.45398 -2.76755 -1.33 -1.57 2.17 0.836
F 1.44248 -1.87205 0.75709 1.29 1.59 0.59 -0.892
F -0.25497 2.32433 0.30452 -0.65 0.22 -1.06 -0.894
Li -2.13027 1.64233 0.27258 1.87 -0.85 -0.34 0.888
F -1.49313 -1.33273 1.31534 1.03 0.47 0.57 -0.901
F 1.45320 0.47697 -1.14770 0.19 0.07 -0.67 -0.929
F -1.41894 0.64530 -1.39465 0.64 1.30 -0.33 -0.868
Li 0.09976 -1.34817 2.66737 -1.24 1.37 -1.50 0.833
F -0.16385 0.75251 2.95267 0.67 -1.25 0.10 -0.897
Li 0.19570 1.95399 -1.55890 -0.65 -0.88 2.13 0.851
F -0.81152 -2.06543 -1.94361 1.25 1.07 -1.42 -0.893
Li 2.84440 -0.54862 0.35329 -2.11 -0.70 -0.31 0.886
Li 0.01006 -0.17442 0.18954 -0.96 -0.83 0.08 0.979
```
Forces are in eV/Å.

Calculated values
calculated total energy	-20265.1535	eV
total charge	-1

(4)
FH | ωB97M-V/def2-TZVPD

```
2
Properties=species:S:1:pos:R:3:forces:R:3:mulliken_charge:R:1
F 0.00000 0.00000 0.50210 0.00 0.00 -3.60 -0.410
H 0.00000 0.00000 -0.50210 0.00 0.00 3.60 0.410
```
Forces are in eV/Å.

Calculated values
SMILES string	F
calculated total energy	-2733.5526	eV